Record 1
{
  "formula": "C4H5NO2",
  "method": "ωB97M-V with the def2-TZVPD basis set",
  "symbols": ["H", "H", "H", "O", "H", "C", "C", "C", "H", "O", "N", "C"],
  "xyz": [[0.403, -1.061, -1.577], [-1.738, 1.503, 0.173], [2.232, 0.052, 0.084], [-1.078, -0.213, 1.320], [-1.846, -1.127, -0.438], [0.526, 1.233, 0.268], [-0.973, -0.625, -0.026], [-0.929, 0.796, 0.317], [0.777, -1.975, -0.087], [0.975, 2.337, 0.476], [1.231, 0.097, -0.032], [0.421, -1.018, -0.478]],
  "energy_ev": -9813.165,
  "fmax_ev_per_a": 0.31,
  "de_lowest_kj_mol": 110.96,
  "smiles": "O=C1NC[C@H]2O[C@@H]12",
  "e_lumo_ev": 0.9,
  "gap_ev": 10.6072,
  "homo_energy_ev": -9.751
}


Record 2
{
  "formula": "C8H6Cl2LaN2O3Pm",
  "method": "ωB97M-V with the def2-TZVPD basis set",
  "symbols": ["C", "H", "N", "C", "Cl", "C", "O", "H", "La", "H", "C", "H", "O", "O", "H", "C", "C", "N", "Pm", "C", "H", "C", "Cl"],
  "xyz": [[-0.620, -2.164, 2.454], [-3.137, -0.161, 4.611], [-1.036, -0.900, 2.056], [-1.089, -2.738, 3.633], [-1.087, -2.239, -1.587], [-2.006, -2.015, 4.428], [1.874, 2.817, 1.254], [-2.175, -3.474, 5.885], [-2.007, -0.712, -3.687], [-0.739, -3.734, 3.933], [-2.432, -0.727, 4.009], [-2.213, 0.778, 2.429], [0.728, 0.969, -5.122], [0.727, -2.482, -4.722], [-3.128, -2.049, 6.155], [1.473, 1.754, 1.031], [-1.937, -0.199, 2.832], [-2.474, -2.550, 5.578], [0.408, -0.308, 0.414], [-0.245, 0.553, -4.640], [0.079, -2.686, 1.765], [-0.305, -1.983, -4.534], [-0.840, 1.321, -1.100]],
  "energy_ev": -59932.663,
  "charge": 4,
  "fmax_ev_per_a": 11.00,
  "spin_multiplicity": 5,
  "e_lumo_ev": [-16.4, -16.4],
  "s_squared": 6.007,
  "gap_ev": [3.6693, 3.7003],
  "homo_energy_ev": [-20.062, -20.092]
}


Record 3
{
  "formula": "C47H45ClN7O17PS",
  "method": "ωB97M-V with the def2-TZVPD basis set",
  "symbols": ["C", "C", "C", "N", "C", "C", "C", "H", "C", "H", "N", "O", "O", "C", "C", "C", "C", "H", "O", "O", "C", "H", "H", "H", "O", "N", "C", "O", "C", "N", "H", "O", "H", "H", "H", "C", "C", "H", "H", "C", "O", "C", "O", "H", "H", "H", "H", "C", "C", "C", "H", "C", "H", "N", "O", "C", "H", "H", "C", "H", "O", "C", "C", "C", "C", "C", "N", "C", "H", "H", "P", "H", "C", "C", "H", "H", "O", "H", "H", "C", "O", "H", "C", "C", "C", "C", "H", "C", "H", "H", "C", "Cl", "H", "H", "O", "H", "C", "C", "H", "H", "C", "C", "O", "C", "N", "H", "C", "O", "C", "H", "S", "H", "H", "O", "H", "H", "C", "H", "H"],
  "xyz": [[-3.320, -0.450, -0.020], [-10.348, 3.981, 1.672], [-0.491, -3.063, 1.425], [4.555, 5.468, -7.483], [1.634, 3.746, -0.978], [-1.120, -2.047, 2.265], [0.847, 5.877, -7.728], [13.911, -6.293, 8.300], [-6.856, -2.817, -6.072], [1.425, -1.536, 4.662], [-0.950, -2.184, -2.010], [-2.972, -1.675, 0.616], [4.270, -3.284, 7.935], [-10.284, 2.606, 1.869], [-2.122, 0.570, -0.167], [-2.578, -1.494, 1.982], [-9.317, 1.855, 1.215], [1.795, 4.352, -0.040], [0.791, -0.180, -4.053], [2.867, -2.740, 6.389], [10.612, -4.428, 7.638], [-0.919, -0.701, 4.064], [-5.287, -0.376, -4.328], [9.995, -6.209, 6.586], [-6.624, 2.293, -1.063], [9.364, -3.708, 7.364], [-5.862, -2.171, -5.347], [2.482, 1.656, -3.186], [7.188, -1.478, 4.415], [-9.483, -0.162, -6.215], [3.401, 3.674, -5.836], [-9.598, 0.990, -5.833], [8.469, -2.115, 6.003], [-3.265, -2.135, 2.606], [-7.766, 4.366, -0.480], [-9.440, 4.610, 0.829], [2.206, 6.057, -7.952], [6.626, -2.926, 7.423], [5.676, -0.940, 2.986], [1.331, 4.122, -6.146], [4.895, 6.350, -8.252], [-0.426, -1.480, 3.429], [-3.365, -1.017, -3.706], [-2.586, -0.428, 2.330], [2.863, 1.252, -2.380], [-2.070, 1.955, -3.162], [-10.992, 2.120, 2.529], [12.801, -4.482, 8.610], [5.879, -1.376, 3.957], [12.979, -5.769, 8.118], [2.445, 2.964, -0.965], [0.058, 1.191, -1.566], [-3.355, 1.157, -2.192], [-7.411, 1.700, -0.340], [5.328, 4.744, -6.878], [10.776, -5.718, 7.152], [-7.391, 0.800, -4.813], [13.591, -4.004, 9.177], [11.968, -6.388, 7.393], [-5.244, -0.414, 1.173], [-0.103, 2.727, 0.743], [0.857, -3.565, 1.767], [6.411, -2.494, 6.456], [-2.364, 0.976, -2.705], [11.614, -3.804, 8.370], [-1.038, -1.080, -1.716], [3.999, -2.837, 6.835], [0.908, -1.973, 3.776], [-0.650, 4.782, -6.646], [0.986, 3.368, -5.440], [0.844, 1.295, -3.290], [-3.655, -0.725, -1.067], [-7.249, -0.213, -5.169], [-8.049, -2.165, -6.351], [1.386, -0.160, -4.831], [8.005, -1.117, 3.800], [-1.017, 3.734, -1.221], [-4.928, -2.680, -5.135], [1.621, 4.370, -1.903], [3.118, 5.267, -7.266], [8.498, -4.297, 6.733], [11.486, -2.801, 8.755], [-8.234, -0.864, -5.901], [-2.675, -0.058, -3.848], [2.692, 4.295, -6.368], [-8.419, 2.492, 0.369], [-8.817, -2.677, -6.916], [-6.059, -0.873, -4.892], [2.530, -3.441, 3.213], [12.110, -7.392, 7.013], [-4.567, 0.292, 0.631], [-2.021, 0.178, -5.539], [-4.201, 1.083, 1.357], [1.292, -4.364, 1.115], [0.240, 2.358, -4.138], [-1.020, -3.467, 0.529], [1.023, 0.274, -0.736], [7.455, -2.039, 5.658], [-1.307, 0.428, 0.607], [-11.109, 4.564, 2.178], [5.108, -2.380, 5.991], [1.529, -3.023, 2.957], [-7.415, 0.493, -0.173], [-1.368, 0.450, -1.578], [1.825, -0.338, -0.196], [-2.501, 1.620, 0.009], [0.412, 4.915, -6.824], [9.269, -2.565, 7.781], [4.833, -1.830, 4.743], [-6.699, -3.830, -6.423], [0.036, 2.840, -0.721], [-9.278, 0.785, 1.372], [2.535, 6.811, -8.655], [-10.333, -0.769, -6.842], [-5.117, 0.859, -0.166], [3.817, -1.746, 4.377], [-8.469, 3.866, 0.174], [0.127, 6.491, -8.256], [-9.492, 5.682, 0.680]],
  "energy_ev": -127337.029,
  "fmax_ev_per_a": 5.93,
  "smiles": "C[C@@H](C[C@@](C#N)(CC(=O)Cl)[C@@](C#N)(P(=O)(O)O)S(C)(=O)=O)OCc1ccccc1.O=[N+]([O-])c1ccccc1.O=[N+]([O-])c1ccccc1.O=[N+]([O-])c1ccccc1.O=[N+]([O-])c1ccccc1.O=[N+]([O-])c1ccccc1",
  "e_lumo_ev": -0.9,
  "gap_ev": 7.7697,
  "homo_energy_ev": -8.708
}


Record 4
{
  "formula": "C32H86Br6N12O10P4",
  "method": "ωB97M-V with the def2-TZVPD basis set",
  "symbols": ["H", "H", "C", "N", "H", "H", "C", "H", "H", "H", "O", "H", "C", "O", "H", "H", "H", "N", "H", "H", "H", "H", "C", "C", "H", "H", "C", "H", "N", "C", "H", "C", "N", "H", "H", "H", "C", "O", "C", "H", "O", "H", "C", "H", "N", "C", "C", "C", "H", "C", "H", "C", "C", "C", "H", "H", "O", "H", "O", "H", "H", "H", "P", "H", "H", "C", "H", "H", "H", "C", "C", "N", "O", "H", "P", "C", "H", "H", "H", "O", "C", "P", "H", "H", "H", "H", "N", "H", "H", "H", "C", "H", "N", "H", "H", "N", "H", "O", "O", "H", "H", "P", "N", "N", "C", "H", "H", "H", "Br", "H", "Br", "H", "H", "N", "H", "C", "C", "H", "H", "H", "C", "H", "Br", "H", "H", "C", "H", "H", "H", "Br", "C", "C", "Br", "H", "C", "H", "H", "H", "H", "H", "H", "H", "H", "H", "H", "H", "H", "H", "Br", "H"],
  "xyz": [[9.242, 7.489, 5.391], [-9.467, -3.457, -2.506], [-7.063, -0.778, -2.269], [6.415, 4.949, 3.805], [0.839, 5.321, -9.080], [2.528, -4.882, 4.563], [6.858, 4.015, 4.834], [10.708, 6.943, 3.690], [7.022, 4.599, 0.035], [-2.806, 0.389, -8.086], [-4.561, 1.619, 6.617], [1.983, -4.379, -8.124], [0.901, 2.460, -10.795], [1.293, -4.642, -6.183], [0.610, -5.569, 8.717], [4.829, 4.586, 2.452], [5.876, -6.952, 7.886], [-1.874, 2.149, -9.057], [-12.810, 1.276, -1.995], [7.933, 3.992, 5.017], [9.892, 3.839, 2.860], [-2.241, -6.522, -6.239], [-2.033, 0.642, -8.811], [-2.892, 2.719, -10.012], [-9.524, 2.368, -0.754], [0.874, -4.007, 7.748], [0.139, -5.288, -6.462], [1.255, -3.738, 4.959], [8.113, 4.235, 1.851], [-4.132, 0.080, 8.879], [4.421, 4.586, 4.187], [-1.382, 4.384, -6.341], [3.955, -6.143, 7.462], [-3.208, 2.023, -10.788], [-3.197, 1.945, 4.393], [7.844, 6.530, 5.560], [-10.460, 2.299, -1.307], [6.994, 6.717, 1.835], [-3.494, 1.036, 6.725], [1.299, -5.234, 5.856], [0.280, 2.212, -7.519], [1.205, -0.760, -3.231], [2.830, -2.386, 6.123], [1.824, -5.114, 10.930], [8.770, 6.282, 3.670], [7.379, 3.760, 0.633], [9.115, 3.283, 2.336], [8.399, 7.103, 4.817], [-11.268, 2.863, -0.839], [6.891, -6.404, -1.915], [1.578, 4.988, -10.626], [1.345, 4.546, -9.657], [2.679, -5.080, 10.254], [1.991, -3.869, -7.161], [4.728, 6.126, 3.391], [-12.573, 0.897, -0.327], [-9.997, -0.286, -3.694], [6.989, -5.649, -2.695], [-2.441, 1.130, 5.915], [-12.437, -0.375, -1.555], [3.865, -2.106, 6.320], [-1.580, 5.520, -9.500], [-9.828, -0.257, -2.200], [-4.237, 1.020, 9.420], [9.539, 2.674, 1.538], [-1.706, -6.427, -5.294], [6.295, 4.255, 5.735], [-2.437, 3.610, -10.444], [-3.812, 3.021, -9.512], [4.955, -6.725, 8.423], [-8.013, 0.048, -0.123], [0.415, 3.459, -9.825], [-0.301, -5.496, -7.572], [2.320, -2.066, 5.214], [7.489, 5.624, 2.721], [-2.053, 5.224, -8.563], [-2.227, 0.232, -9.802], [-2.027, 5.152, -5.915], [4.665, -7.552, 9.072], [4.846, -3.711, 8.019], [1.930, -4.482, 5.382], [-0.511, 3.004, -8.531], [-1.542, -7.406, -4.842], [-6.145, -0.656, -1.695], [-10.173, -1.119, 0.366], [-1.397, 2.292, 4.552], [-8.192, -0.139, -1.535], [1.984, 2.396, -10.699], [8.616, 2.521, 2.935], [-2.355, -5.924, -4.577], [9.885, 6.930, 2.976], [0.417, 1.499, -10.622], [2.839, -3.809, 6.308], [2.266, -7.405, 7.456], [10.121, 6.285, 2.130], [-10.799, 0.892, -1.412], [3.619, -8.132, 6.827], [-3.181, 0.197, 7.759], [-0.390, -5.717, -5.344], [9.658, 7.960, 2.703], [-11.152, -3.533, -2.004], [3.601, -4.451, 7.710], [-10.244, -1.756, -1.566], [-1.137, 4.437, -7.796], [-10.397, -2.890, -2.455], [2.290, -1.884, 6.926], [-1.086, 0.192, -8.511], [-10.789, -2.576, -3.423], [8.237, -7.778, -2.519], [-8.890, 0.412, 0.412], [3.374, -1.257, -2.122], [6.650, 3.022, 4.436], [0.403, -4.021, 9.431], [2.428, -4.555, 8.907], [2.336, 4.321, -9.262], [1.484, -0.709, -2.178], [-12.204, 0.665, -1.326], [-6.820, -0.295, -3.215], [7.828, 7.995, 4.560], [5.165, -5.913, 9.118], [5.010, 5.073, 3.410], [-10.669, -2.760, 0.298], [0.321, -1.986, -1.282], [0.665, 2.694, -11.833], [-7.304, -1.821, -2.476], [3.113, -7.167, 6.812], [3.521, -4.559, 10.709], [-3.872, -0.618, 9.675], [-7.487, -0.851, 0.200], [1.188, 1.113, -1.447], [0.997, -4.550, 8.685], [-2.365, 2.210, 5.046], [7.393, -5.569, -0.173], [-10.321, 2.656, -2.328], [-10.045, -2.030, -0.218], [8.090, 3.218, 0.010], [2.981, -3.744, -6.722], [-3.000, 4.692, -8.656], [-9.079, -2.517, -0.083], [6.549, 3.100, 0.885], [-1.990, 3.493, -6.191], [-0.509, 4.183, -5.720], [-5.103, -0.239, 8.500], [-2.273, 6.125, -7.990], [-2.719, 3.140, 5.491], [2.934, -6.139, 10.214], [1.439, -2.930, -7.194], [2.866, -6.905, 5.783], [5.034, -7.069, -1.783], [-7.225, 0.782, 0.045]],
  "energy_ev": -530344.518,
  "fmax_ev_per_a": 3.36,
  "de_lowest_kj_mol": 0.00,
  "e_lumo_ev": -0.5,
  "gap_ev": 7.5680,
  "homo_energy_ev": -8.049
}